This record from the OMol25 dataset describes C42H47Cl2N7O3Os as an isolated structure. The level of theory is ωB97M-V/def2-TZVPD.

Cartesian coordinates (Å):
Os: -0.28 -0.49 -0.42
C: 0.12 -4.25 4.32
C: 1.31 -3.29 4.14
C: 1.37 -2.71 2.76
C: 2.15 -3.12 1.72
C: 3.14 -4.25 1.70
C: 2.50 -5.57 1.28
C: 1.83 -2.30 0.59
C: 2.36 -2.46 -0.67
C: 2.17 -1.57 -1.75
C: 2.95 -1.42 -2.90
C: 3.97 -2.40 -3.39
C: 5.37 -2.16 -2.83
C: 2.64 -0.15 -3.44
C: 1.67 0.40 -2.62
C: 1.26 1.84 -2.57
C: 0.92 2.31 -1.20
N: -0.07 1.49 -0.66
C: -1.09 2.31 -0.30
C: -2.42 1.62 -0.27
C: -2.55 1.04 1.10
N: -1.58 0.06 1.19
C: -1.47 -0.24 2.52
C: -0.50 -1.10 3.02
C: 0.53 -1.66 2.28
N: 0.86 -1.37 0.97
C: -2.45 0.49 3.25
C: -3.12 1.31 2.35
C: -4.23 2.28 2.64
C: -5.41 2.16 1.68
C: -2.68 0.36 4.73
C: -3.53 -0.86 5.08
C: -0.72 3.64 -0.35
C: 0.57 3.64 -0.95
C: 1.43 4.79 -1.38
C: 2.39 5.23 -0.27
C: -1.62 4.75 0.14
C: -1.27 6.17 -0.26
N: 1.34 -0.48 -1.62
C: 3.26 0.52 -4.63
C: 4.47 1.40 -4.27
H: 0.10 -4.64 5.34
H: 0.20 -5.09 3.63
H: -0.82 -3.74 4.13
H: 2.24 -3.83 4.35
H: 1.25 -2.49 4.88
H: 3.59 -4.35 2.69
H: 3.96 -4.00 1.02
H: 2.03 -5.48 0.30
H: 1.72 -5.86 1.99
H: 3.24 -6.37 1.24
H: 3.06 -3.26 -0.81
H: 4.00 -2.37 -4.48
H: 3.65 -3.41 -3.12
H: 5.75 -1.18 -3.13
H: 6.07 -2.92 -3.18
H: 5.36 -2.18 -1.74
H: 2.02 2.45 -3.06
H: -2.23 0.66 -0.74
H: -0.55 -1.36 4.06
H: -3.85 3.30 2.62
H: -4.58 2.11 3.66
H: -5.14 2.45 0.67
H: -6.23 2.81 2.00
H: -5.78 1.13 1.65
H: -3.17 1.27 5.10
H: -1.72 0.31 5.24
H: -4.51 -0.80 4.60
H: -3.68 -0.94 6.15
H: -3.05 -1.78 4.73
H: 0.82 5.64 -1.69
H: 2.02 4.49 -2.25
H: 3.05 4.40 0.01
H: 1.84 5.53 0.62
H: 3.01 6.07 -0.59
H: -1.67 4.69 1.23
H: -2.64 4.53 -0.20
H: -0.28 6.46 0.10
H: -1.99 6.87 0.17
H: -1.28 6.30 -1.34
H: 2.51 1.12 -5.14
H: 3.58 -0.25 -5.34
H: 4.18 2.19 -3.57
H: 4.89 1.87 -5.16
H: 5.25 0.81 -3.79
Cl: -0.94 -5.34 -0.66
C: -2.30 -4.28 -1.04
Cl: -2.68 -4.34 -2.79
C: -2.07 -2.80 -0.68
O: -0.83 -2.46 -0.60
O: -3.06 -2.12 -0.50
H: -3.17 -4.65 -0.52
N: -3.64 -0.40 -3.09
C: -2.48 0.18 -2.79
O: -1.46 -0.50 -2.52
C: -2.41 1.66 -2.72
C: -1.13 1.99 -2.99
N: -0.02 2.12 -3.40
C: -3.18 2.20 -1.49
N: -4.21 2.87 -1.55
H: -4.45 0.16 -3.29
H: -3.74 -1.38 -2.88

**LUMO energy (alpha / beta)**: -0.29 / -2.04 eV
**Energy**: -3248.6076 Ha
**Net charge**: 0
**Gap between HOMO and LUMO (alpha / beta)**: 6.0 / 5.1 eV
**HOMO level (alpha / beta)**: -6.31 / -7.12 eV
**Spin multiplicity**: 5
**Expectation value of S²**: 6.15
**Molecular weight**: 959.02 u

Atom charges from the Mulliken analysis, given in e for atoms 1 to 6: number 1, Os, carries 0.484; number 2, C, carries -0.904; number 3, C, carries -1.229; number 4, C, carries 0.727; number 5, C, carries 0.556; number 6, C, carries -1.242


This record from the OMol25 dataset describes C42H47GeNO3Ti as an isolated structure. The level of theory is ωB97M-V/def2-TZVPD.

Cartesian coordinates (Å):
Ti: -0.09 -0.81 -0.20
C: -0.77 1.69 -6.25
C: -1.25 2.74 -5.47
C: -1.26 2.63 -4.09
C: -0.79 1.48 -3.45
C: -0.32 0.44 -4.24
C: -0.31 0.54 -5.63
Ge: -0.82 1.44 -1.48
C: 0.05 3.13 -0.91
C: -0.70 4.23 -0.50
C: -0.09 5.41 -0.09
C: 1.29 5.51 -0.09
C: 2.05 4.43 -0.51
C: 1.43 3.26 -0.92
C: -2.71 1.58 -0.94
C: -3.07 2.00 0.35
C: -4.38 1.98 0.77
C: -5.38 1.53 -0.08
C: -5.05 1.12 -1.37
C: -3.72 1.14 -1.79
H: -0.77 1.77 -7.33
H: -1.62 3.64 -5.95
H: -1.62 3.47 -3.50
H: 0.04 -0.47 -3.78
H: 0.07 -0.28 -6.22
H: -1.79 4.18 -0.50
H: -0.70 6.25 0.22
H: 1.77 6.43 0.23
H: 3.13 4.50 -0.53
H: 2.06 2.44 -1.26
H: -2.30 2.35 1.03
H: -4.63 2.30 1.78
H: -6.41 1.51 0.24
H: -5.82 0.77 -2.04
H: -3.48 0.81 -2.79
C: 6.01 -3.20 -1.08
C: 4.56 -2.96 -1.38
C: 3.81 -2.15 -0.64
C: 2.37 -1.82 -0.95
C: 2.39 -0.34 -1.43
C: 1.79 -2.71 -2.05
C: 0.48 -2.65 -2.35
O: -0.39 -1.86 -1.71
C: 2.67 -3.61 -2.81
C: 2.10 -4.44 -3.92
C: 3.97 -3.70 -2.49
H: 6.37 -2.55 -0.29
H: 6.63 -3.04 -1.97
H: 6.17 -4.24 -0.77
H: 4.23 -1.61 0.20
H: 3.24 0.18 -1.00
H: 1.54 0.29 -1.13
H: 2.44 -0.29 -2.52
H: 0.02 -3.25 -3.13
H: 1.35 -5.14 -3.56
H: 2.89 -5.02 -4.41
H: 1.62 -3.82 -4.68
H: 4.62 -4.36 -3.06
C: 1.27 -2.54 2.54
C: 1.28 -3.02 1.09
C: 2.37 -4.09 0.94
C: -0.07 -3.70 0.78
N: 1.49 -1.81 0.23
H: 1.16 -3.39 3.22
H: 0.45 -1.86 2.74
H: 2.20 -2.02 2.77
H: 2.09 -4.94 1.57
H: 3.34 -3.73 1.28
H: 2.46 -4.45 -0.08
H: -0.24 -4.51 1.50
H: -0.08 -4.13 -0.22
H: -0.92 -3.03 0.88
C: -2.80 2.13 6.95
C: -2.28 1.61 5.63
C: -2.80 0.46 5.07
C: -2.38 -0.02 3.84
C: -3.03 -1.27 3.32
C: -1.35 0.68 3.16
C: -0.80 1.86 3.72
C: 0.27 2.69 3.06
C: -1.29 2.30 4.95
C: -0.83 0.20 1.87
O: 0.23 0.62 1.36
O: -1.47 -0.70 1.18
H: -3.07 1.31 7.61
H: -3.70 2.73 6.78
H: -2.06 2.76 7.45
H: -3.58 -0.08 5.59
H: -3.76 -1.63 4.05
H: -2.30 -2.07 3.15
H: -3.53 -1.10 2.37
H: 1.23 2.17 3.06
H: 0.38 3.62 3.60
H: 0.05 2.91 2.02
H: -0.87 3.20 5.37

**LUMO energy**: -0.13 eV
**Energy**: -4835.5782 Ha
**Net charge**: 0
**Gap between HOMO and LUMO**: 7.4 eV
**HOMO level**: -7.51 eV
**Molecular weight**: 734.32 u

Atom charges from the Mulliken analysis, given in e for atoms 1 to 6: number 1, Ti, carries -0.984; number 2, C, carries -0.490; number 3, C, carries -0.758; number 4, C, carries -0.298; number 5, C, carries -0.352; number 6, C, carries -0.034


This record from the OMol25 dataset describes C42H47N5OP2PdS2 as an isolated structure. The level of theory is ωB97M-V/def2-TZVPD.

Cartesian coordinates (Å):
Pd: 0.60 0.55 -0.46
S: 3.01 1.12 0.02
P: 2.41 0.28 1.75
C: 0.78 0.04 1.46
P: -0.30 -1.22 1.67
S: -1.54 -1.13 0.08
C: 0.39 -2.91 1.79
C: 0.15 -3.75 2.87
C: 0.63 -5.06 2.87
C: 1.34 -5.54 1.78
C: 1.59 -4.70 0.69
C: 1.12 -3.40 0.71
C: -1.16 -1.03 3.26
C: -0.41 -0.73 4.40
C: -1.04 -0.55 5.63
C: -2.43 -0.64 5.72
C: -3.18 -0.92 4.58
C: -2.54 -1.12 3.36
C: 3.42 -1.16 2.20
C: 3.46 -1.63 3.51
C: 4.17 -2.79 3.83
C: 4.86 -3.46 2.84
C: 4.84 -2.99 1.53
C: 4.12 -1.85 1.21
C: 2.64 1.39 3.18
C: 1.56 2.16 3.61
C: 1.71 3.05 4.67
C: 2.93 3.17 5.30
C: 4.02 2.42 4.87
C: 3.87 1.54 3.81
H: -0.42 -3.40 3.72
H: 0.43 -5.71 3.71
H: 1.70 -6.56 1.77
H: 2.16 -5.06 -0.15
H: 1.34 -2.74 -0.13
H: 0.66 -0.64 4.34
H: -0.45 -0.31 6.50
H: -2.92 -0.49 6.67
H: -4.26 -0.99 4.65
H: -3.12 -1.33 2.47
H: 2.93 -1.10 4.30
H: 4.18 -3.15 4.85
H: 5.42 -4.36 3.08
H: 5.38 -3.52 0.75
H: 4.10 -1.47 0.20
H: 0.60 2.03 3.11
H: 0.86 3.64 5.00
H: 3.05 3.86 6.13
H: 4.98 2.52 5.36
H: 4.72 0.96 3.48
C: -6.43 1.74 -2.40
C: -5.49 2.49 -3.32
N: -4.13 2.59 -2.78
C: -3.09 1.75 -3.39
C: -3.23 0.26 -3.10
C: -3.90 3.54 -1.84
O: -4.77 4.31 -1.47
C: -2.54 3.59 -1.21
C: -1.78 4.76 -1.21
C: -0.55 4.74 -0.58
C: -0.11 3.57 0.03
N: -0.85 2.46 0.04
C: -2.04 2.49 -0.55
H: -7.43 1.68 -2.84
H: -6.52 2.27 -1.45
H: -6.08 0.73 -2.20
H: -5.86 3.50 -3.48
H: -5.41 2.00 -4.29
H: -2.12 2.10 -3.06
H: -3.14 1.92 -4.47
H: -3.20 0.07 -2.02
H: -2.41 -0.28 -3.56
H: -4.17 -0.14 -3.49
H: -2.16 5.65 -1.69
H: 0.08 5.63 -0.55
H: 0.85 3.51 0.51
H: -2.61 1.57 -0.49
C: 1.19 -2.80 -4.60
C: 0.38 -2.81 -3.32
N: 0.57 -1.52 -2.66
C: 0.69 -0.33 -3.32
N: 0.64 0.78 -2.62
C: 0.84 2.04 -3.30
C: 0.36 2.01 -4.74
C: 1.03 0.85 -5.45
N: 0.89 -0.37 -4.67
C: 0.77 -1.61 -5.43
H: 1.03 -3.73 -5.16
H: 2.25 -2.73 -4.36
H: 0.73 -3.58 -2.64
H: -0.67 -3.01 -3.53
H: 0.17 -1.40 -1.74
H: 1.91 2.31 -3.29
H: 0.32 2.82 -2.73
H: 0.58 2.94 -5.25
H: -0.72 1.86 -4.75
H: 2.09 1.07 -5.62
H: 0.57 0.68 -6.42
H: 1.40 -1.52 -6.32
H: -0.27 -1.74 -5.77

**LUMO energy**: 0.34 eV
**Energy**: -3584.7403 Ha
**Net charge**: 0
**Gap between HOMO and LUMO**: 7.1 eV
**ΔE to the lowest compared entry with this formula, charge and spin**: 0.0 kcal per mole
**HOMO level**: -6.75 eV
**Molecular weight**: 870.37 u

Atom charges from the Mulliken analysis, given in e for atoms 1 to 6: number 1, Pd, carries 0.690; number 2, S, carries -0.731; number 3, P, carries 1.154; number 4, C, carries -0.510; number 5, P, carries 1.561; number 6, S, carries -0.786


This record from the OMol25 dataset describes a 6-piece molecular cluster, C42H48BClF6IN2O2S overall at a distorted geometry. The level of theory is ωB97M-V/def2-TZVPD.

Cartesian coordinates (Å):
C: -4.94 0.87 0.81
C: -3.56 1.56 0.72
C: -2.50 0.89 1.56
F: -2.97 0.70 2.83
N: -2.15 -0.47 1.00
C: -1.32 -0.20 -0.25
C: 0.03 -0.91 -0.42
S: 0.28 -1.27 -2.20
C: 0.18 -2.25 0.30
C: -1.09 -2.65 1.01
Cl: -0.81 -4.17 1.88
C: -1.65 -1.56 1.97
C: -2.90 -2.18 2.67
C: -2.73 -2.65 4.11
O: -2.53 -3.79 4.44
I: -3.03 -1.17 5.66
B: -0.39 -1.12 2.90
O: 0.06 -1.91 3.89
N: 0.32 0.13 2.57
C: 0.11 1.10 3.67
C: 1.78 -0.09 2.41
H: -5.70 1.58 1.12
H: -4.94 0.03 1.51
H: -5.24 0.47 -0.16
H: -3.63 2.57 1.12
H: -3.22 1.66 -0.31
H: -1.57 1.45 1.62
H: -3.04 -0.84 0.66
H: -1.13 0.87 -0.28
H: -1.96 -0.43 -1.10
H: 0.83 -0.24 -0.12
H: 0.19 -0.02 -2.66
H: 0.40 -3.04 -0.43
H: 1.02 -2.24 0.99
H: -1.87 -2.87 0.27
H: -3.73 -1.47 2.69
H: -3.24 -3.05 2.11
H: -0.25 -2.82 3.93
H: 0.53 2.07 3.40
H: 0.59 0.77 4.60
H: -0.95 1.24 3.89
H: 2.13 0.41 1.50
H: 2.34 0.35 3.24
H: 2.06 -1.14 2.38
F: -7.64 -5.61 3.10
C: -6.50 -6.14 2.62
C: -5.29 -5.56 2.96
C: -4.12 -6.11 2.46
C: -4.17 -7.22 1.62
C: -5.40 -7.78 1.29
C: -6.57 -7.24 1.79
H: -5.29 -4.71 3.63
H: -3.17 -5.66 2.72
H: -3.26 -7.64 1.23
H: -5.44 -8.65 0.65
H: -7.54 -7.67 1.55
F: 5.08 1.08 3.98
C: 5.10 2.01 3.01
C: 5.66 1.69 1.79
C: 5.65 2.65 0.78
C: 5.08 3.90 1.01
C: 4.53 4.20 2.25
C: 4.53 3.25 3.26
H: 6.09 0.71 1.63
H: 6.08 2.42 -0.18
H: 5.08 4.64 0.22
H: 4.09 5.17 2.42
H: 4.11 3.45 4.23
F: 6.05 3.28 -2.61
C: 6.68 2.16 -3.06
C: 8.06 2.17 -3.17
C: 8.69 1.03 -3.62
C: 7.95 -0.10 -3.97
C: 6.57 -0.08 -3.85
C: 5.92 1.06 -3.40
H: 8.61 3.06 -2.90
H: 9.77 1.02 -3.71
H: 8.45 -0.98 -4.33
H: 5.99 -0.95 -4.13
H: 4.84 1.10 -3.30
F: 2.76 5.13 -0.81
C: 2.82 6.05 -1.80
C: 3.50 5.72 -2.95
C: 3.58 6.66 -3.97
C: 2.98 7.90 -3.82
C: 2.31 8.21 -2.65
C: 2.22 7.28 -1.62
H: 3.97 4.75 -3.03
H: 4.12 6.42 -4.88
H: 3.05 8.63 -4.62
H: 1.85 9.18 -2.53
H: 1.70 7.50 -0.70
F: -3.95 -0.98 -1.59
C: -4.44 -1.56 -2.74
C: -3.76 -2.64 -3.26
C: -4.26 -3.23 -4.41
C: -5.41 -2.73 -5.01
C: -6.07 -1.64 -4.45
C: -5.59 -1.04 -3.30
H: -2.86 -3.00 -2.78
H: -3.75 -4.07 -4.85
H: -5.80 -3.19 -5.91
H: -6.97 -1.26 -4.92
H: -6.09 -0.20 -2.85

**LUMO energy**: -2.41 eV
**Energy**: -3669.1547 Ha
**Net charge**: +1
**Gap between HOMO and LUMO**: 8.4 eV
**HOMO level**: -10.83 eV
**Molecular weight**: 932.08 u

Atom charges from the Mulliken analysis, given in e for atoms 1 to 6: number 1, C, carries -0.862; number 2, C, carries -0.469; number 3, C, carries -0.555; number 4, F, carries -0.307; number 5, N, carries 1.054; number 6, C, carries -1.441